1.
Formula: C31H19BCl92FN2
Source: the OMol25 dataset
Level of theory: wB97M-V/def2-TZVPD

XYZ file:
```
146
Properties=species:S:1:pos:R:3:forces:R:3
C -0.40427 1.22997 2.69799 -0.21 -0.37 -0.25
C -1.81519 1.14103 2.09937 0.37 -0.23 0.41
C -2.05763 -0.27496 1.55293 -0.30 0.44 -0.72
C -3.53007 -0.71917 1.53677 0.26 -0.18 0.11
B -4.06757 -1.45325 2.91355 0.19 -0.04 0.20
F -3.97859 -2.90753 2.66058 -0.03 0.04 0.09
C -3.12014 -1.18021 4.25858 -0.41 -0.22 -0.08
N -2.01008 -2.14846 4.47608 -0.10 0.47 0.23
C -5.66149 -1.17530 3.25640 0.07 0.13 -0.60
C -6.19578 0.22711 3.14725 -0.49 -0.16 -0.33
C -5.31060 1.40640 3.44904 -0.38 0.42 0.44
N -7.39474 0.50630 2.77269 0.49 0.15 0.13
H -0.02799 2.24966 2.80131 0.00 -0.02 0.14
H -0.39003 0.70302 3.65626 0.04 0.19 0.08
H 0.26834 0.66423 2.04733 0.19 0.23 0.02
H -2.54415 1.38507 2.87348 -0.06 0.03 -0.08
H -1.92985 1.86965 1.29226 -0.11 0.01 0.02
H -1.70033 -0.24230 0.51148 0.20 -0.15 0.09
H -1.40742 -0.98927 2.06706 -0.11 -0.03 0.14
H -4.12578 0.13903 1.20024 -0.07 -0.01 0.04
H -3.62801 -1.47093 0.74237 -0.14 0.01 0.03
H -2.71668 -0.16223 4.31933 0.10 -0.02 0.00
H -3.77347 -1.27825 5.13704 0.07 0.08 0.08
H -2.41007 -2.97538 4.90019 -0.03 -0.12 -0.19
H -1.64954 -2.45744 3.58106 -0.21 -0.05 -0.06
H -6.25189 -1.78614 2.55759 -0.03 -0.03 0.05
H -5.89409 -1.56961 4.24975 0.07 0.06 0.19
H -5.96008 2.21192 3.79707 0.08 0.00 -0.02
H -4.56470 1.21079 4.22054 0.04 -0.18 -0.12
H -4.81176 1.78214 2.55465 0.08 -0.24 -0.02
H -7.89301 -0.36161 2.57819 0.18 0.11 -0.01
C 0.91166 1.16845 -1.43776 -0.12 -0.02 0.10
Cl -0.41231 0.74240 -2.52536 -0.01 0.05 -0.04
Cl 2.33032 1.64022 -2.38916 -0.04 -0.29 -0.01
Cl 0.42027 2.51291 -0.40263 0.04 0.05 -0.11
Cl 1.29565 -0.21917 -0.42684 0.12 0.00 -0.16
C 3.74071 -2.39756 1.78016 -0.07 0.02 0.04
Cl 4.74129 -2.96732 0.43895 0.06 0.20 -0.09
Cl 4.21034 -3.24852 3.25409 -0.01 -0.03 -0.03
Cl 3.97274 -0.66297 2.00149 -0.02 -0.02 0.02
Cl 2.04586 -2.73324 1.40313 0.05 -0.07 0.04
C -5.16916 5.03282 6.04384 -0.01 -0.07 -0.05
Cl -5.10518 4.85111 7.80299 0.01 0.01 0.02
Cl -6.69440 4.38638 5.44218 -0.02 0.04 0.04
Cl -5.05258 6.75193 5.63178 0.00 0.03 0.01
Cl -3.82649 4.15995 5.31133 0.01 0.01 0.01
C 3.90260 5.31133 -1.17429 -0.02 0.06 0.01
Cl 2.60547 4.87971 -2.28566 0.03 0.25 0.01
Cl 5.34270 5.76210 -2.09460 0.04 -0.05 0.05
Cl 3.39266 6.69006 -0.18629 -0.01 0.03 -0.02
Cl 4.27323 3.94282 -0.12334 -0.02 0.00 -0.01
C 4.46951 6.99888 -5.72823 -0.11 -0.15 0.11
Cl 3.64113 7.84599 -4.42334 -0.04 -0.17 -0.35
Cl 3.74085 5.40029 -5.92441 0.02 -0.02 -0.05
Cl 4.31256 7.90781 -7.23612 0.00 0.04 0.05
Cl 6.17985 6.81177 -5.32880 0.08 0.05 -0.06
C -10.11159 -1.06389 -0.04289 0.01 0.10 0.02
Cl -9.40168 -1.58862 -1.57791 0.09 0.02 0.04
Cl -9.31639 -1.90618 1.28443 -0.11 -0.22 -0.11
Cl -9.89773 0.67049 0.13777 0.06 -0.03 0.22
Cl -11.84258 -1.45034 -0.03902 -0.02 -0.01 -0.01
C -11.02865 3.18097 -3.02683 0.01 -0.02 0.01
Cl -12.23669 3.48402 -4.28560 -0.01 0.01 -0.01
Cl -9.63140 4.22836 -3.29200 0.00 0.00 0.00
Cl -11.73321 3.53080 -1.44569 0.00 0.00 0.00
Cl -10.52118 1.49554 -3.08710 -0.03 0.02 -0.15
C 5.99287 -7.20351 -0.62948 -0.02 0.09 0.07
Cl 5.22513 -6.20167 0.59786 0.03 -0.08 -0.04
Cl 5.03810 -8.67054 -0.89954 0.13 -0.01 0.26
Cl 6.05635 -6.28971 -2.13851 0.06 -0.05 0.01
Cl 7.62038 -7.65332 -0.11864 -0.02 0.03 -0.24
C -12.45269 -4.39258 -2.87601 0.06 0.02 0.05
Cl -14.08037 -4.19912 -2.20964 -0.01 0.00 0.01
Cl -11.91261 -2.85654 -3.55381 -0.09 -0.04 -0.09
Cl -11.34904 -4.89564 -1.59553 0.00 -0.01 -0.01
Cl -12.48386 -5.62304 -4.14597 0.01 0.08 0.06
C 2.86826 -4.27455 -4.36339 -0.03 -0.01 0.03
Cl 3.20292 -3.90146 -2.67092 0.01 -0.01 -0.01
Cl 1.13967 -4.56356 -4.57017 0.00 0.00 -0.01
Cl 3.36737 -2.91366 -5.37560 0.01 0.01 0.00
Cl 3.77049 -5.71791 -4.84860 -0.24 0.01 0.03
C 11.31889 -5.74743 1.29916 0.00 0.01 -0.02
Cl 10.45787 -5.24908 -0.15590 -0.01 -0.01 0.00
Cl 12.80802 -4.81069 1.45326 0.01 -0.02 0.02
Cl 10.30087 -5.47335 2.71541 0.12 0.15 -0.02
Cl 11.71510 -7.46960 1.19253 0.04 0.09 0.00
C 7.76950 -5.81907 -6.69884 -0.01 0.01 0.01
Cl 7.03512 -5.53021 -5.12187 0.26 0.04 -0.13
Cl 7.44328 -4.44570 -7.76012 0.00 0.00 0.00
Cl 9.51583 -6.02166 -6.51627 -0.01 0.00 0.00
Cl 7.07708 -7.28495 -7.40202 -0.01 -0.01 -0.01
C -8.55108 -1.07507 6.73641 -0.06 0.02 -0.08
Cl -8.92678 -1.13941 5.01742 -0.01 -0.07 0.21
Cl -6.91023 -1.64024 7.03076 0.02 -0.01 -0.04
Cl -8.70390 0.59612 7.30113 0.00 0.02 0.02
Cl -9.69185 -2.09781 7.63469 -0.02 0.00 0.02
C 2.32157 -9.62502 -4.65433 0.01 0.06 0.00
Cl 0.82499 -8.70547 -4.49422 0.01 0.00 -0.01
Cl 1.97858 -11.35148 -4.49123 0.00 0.00 -0.01
Cl 3.03674 -9.31430 -6.24254 0.01 0.00 -0.01
Cl 3.45481 -9.12637 -3.39428 -0.17 -0.07 -0.25
C 6.30803 11.06809 -3.80817 -0.11 0.04 -0.04
Cl 5.00427 10.29873 -2.88430 0.20 0.37 0.00
Cl 6.83773 12.56053 -3.02713 -0.07 -0.03 0.03
Cl 7.66975 9.96004 -3.95015 0.02 -0.01 0.04
Cl 5.69991 11.46352 -5.42502 0.01 -0.13 -0.07
C 7.87590 10.63703 1.00893 -0.02 -0.09 0.00
Cl 6.75668 10.34356 -0.32179 0.07 -0.01 0.19
Cl 9.33617 11.42194 0.39342 -0.01 0.01 -0.01
Cl 7.10422 11.68659 2.20526 0.01 -0.01 0.02
Cl 8.30023 9.09783 1.75952 0.09 0.02 -0.02
C 6.71639 -8.64200 3.74304 -0.08 0.04 0.02
Cl 5.76138 -8.00475 5.08595 0.01 -0.02 -0.01
Cl 7.92396 -7.44406 3.26166 -0.12 -0.12 0.12
Cl 7.53992 -10.12342 4.23687 -0.07 0.10 0.08
Cl 5.64926 -8.99840 2.38097 0.05 -0.18 0.22
C 0.79733 -2.82614 6.24246 -0.27 0.19 -0.18
Cl 0.82528 -2.88838 4.48605 0.50 -0.16 0.09
Cl 2.36375 -3.37493 6.87589 0.05 -0.03 0.03
Cl 0.50461 -1.16856 6.77153 0.04 -0.02 0.02
Cl -0.47950 -3.87711 6.85777 0.07 -0.09 0.11
C 0.22376 9.97907 -3.74202 0.00 -0.03 0.06
Cl -0.98948 9.52949 -4.94130 0.01 0.00 -0.01
Cl 1.59603 10.75050 -4.53934 -0.04 -0.04 0.00
Cl -0.48604 11.10859 -2.57988 -0.02 0.01 0.01
Cl 0.76789 8.53321 -2.88249 -0.04 0.02 0.05
C 9.37619 -11.80235 0.97433 -0.05 0.05 -0.04
Cl 7.82785 -11.90471 0.13374 -0.01 0.02 0.01
Cl 9.20602 -12.45985 2.60431 0.13 -0.15 -0.08
Cl 10.59438 -12.73094 0.09250 0.00 -0.01 -0.01
Cl 9.88279 -10.11023 1.05876 -0.04 -0.12 0.08
C 1.94297 14.90305 -5.12939 0.02 0.01 -0.02
Cl 0.57689 14.24919 -4.22892 0.00 -0.01 0.00
Cl 2.56248 16.33640 -4.30097 0.01 0.01 0.00
Cl 3.22826 13.69327 -5.23727 -0.01 0.08 0.03
Cl 1.41914 15.34586 -6.75833 0.00 0.00 -0.01
C 5.95781 6.45788 4.23142 -0.05 -0.02 -0.02
Cl 5.58121 5.88686 5.85926 0.01 0.01 -0.01
Cl 4.76578 5.83309 3.09149 0.03 0.01 0.02
Cl 5.93666 8.22326 4.20122 -0.08 0.01 0.07
Cl 7.56762 5.88918 3.76610 0.04 -0.01 -0.01
C -13.78150 -8.58540 -6.70987 0.03 -0.03 -0.07
Cl -14.96010 -8.21734 -7.97456 0.00 0.00 -0.01
Cl -12.39269 -7.50113 -6.87649 -0.06 -0.06 0.01
Cl -14.53212 -8.37559 -5.12999 0.02 0.02 0.01
Cl -13.23605 -10.25746 -6.88306 0.00 -0.01 -0.01
```
Positions in Å, forces in eV/Å.

Summary:
M, g/mol: 3711.0
Multiplicity: 1
LUMO, Ha: 0.0323
Highest occupied orbital energy, Eh: -0.174
Charge: -1

---

2.
Formula: C3H7NO2S
Source: the OMol25 dataset
Level of theory: wB97M-V/def2-TZVPD

XYZ file:
```
14
Properties=species:S:1:pos:R:3:forces:R:3
C 2.57356 -0.37274 -0.01597 1.35 -2.34 -0.74
O 1.65150 0.81666 -0.18873 2.71 -1.08 0.02
C 0.41651 0.38688 -0.03467 0.30 -0.79 1.97
C -0.59456 1.28119 0.57115 0.24 4.08 -0.92
O -1.67648 1.60311 -0.36094 1.29 0.77 0.11
N 0.31340 -0.86141 0.05786 -2.66 -2.07 -1.13
S -1.27799 -1.48636 -0.04048 0.41 -0.46 0.66
H 2.43645 -0.77425 1.16233 1.08 1.66 -3.08
H 2.14325 -1.49800 -0.54033 1.53 4.10 0.94
H 3.69182 -0.04559 -0.56416 -3.46 -0.84 2.33
H -0.07389 2.28904 0.89468 -0.90 -1.96 -0.50
H -1.01943 0.82867 1.45865 -0.12 -0.13 0.00
H -1.24373 2.18742 -1.02798 -0.75 -0.66 0.58
H -1.85368 -0.30578 0.13369 -1.00 -0.27 -0.24
```
Positions in Å, forces in eV/Å.

Summary:
SMILES: CO/C(CO)=N/S
M, g/mol: 121.2
Energy above the lowest of the compared OMol25 structures with the same formula, charge and spin, kJ/mol: 494.0
Multiplicity: 1
LUMO, Ha: 0.0195
Highest occupied orbital energy, Eh: -0.312

---

Q: Look up the LUMO of the second one.
A: 0.0195 Ha

---

Q: What is the formula in the first record?
A: C31H19BCl92FN2

---

Q: Number 2 is which compound?
A: C3H7NO2S

---

Q: Which formula does entry 1 have?
A: C31H19BCl92FN2